ORCA calculation (ωB97M-V/def2-TZVPD) on C6H10O in the gas phase.

Bonds (Å) are listed after each position.
Cartesian coordinates (Å):
1 C -1.66 -0.49 0.80  C2 1.514, H8 1.095, H9 1.093, H17 1.095
2 C -0.86 -1.32 -0.18  C1 1.514, O3 1.459, H10 1.100, H11 1.092
3 O 0.24 -0.53 -0.73  C2 1.459, C4 1.463, C7 1.740
4 C 1.38 -0.40 0.19  O3 1.463, C5 1.494, H12 1.100, H13 1.100
5 C 1.58 1.08 0.29  C4 1.494, C6 1.341, H14 1.082
6 C 0.74 1.77 -0.49  C5 1.341, C7 1.444, H15 1.091
7 C -0.29 1.05 -1.22  O3 1.740, C6 1.444, H16 1.095
8 H -1.09 -0.28 1.71  C1 1.095
9 H -2.59 -1.00 1.07  C1 1.093
10 H -0.42 -2.23 0.26  C2 1.100
11 H -1.45 -1.62 -1.05  C2 1.092
12 H 1.11 -0.87 1.14  C4 1.100
13 H 2.23 -0.95 -0.24  C4 1.100
14 H 2.33 1.50 0.96  C5 1.082
15 H 0.73 2.86 -0.50  C6 1.091
16 H -0.10 0.96 -2.29  C7 1.095
17 H -1.88 0.45 0.29  C1 1.095

Results
Kohn-Sham gap: 7.9 eV
HOMO level: -6.891 eV
relative energy (zero: lowest compared OMol25 entry of this formula, charge and spin): 93.5 kcal per mole
DFT total energy: -309.6933 Eh